Entry 1:
63
Properties=species:S:1:pos:R:3:forces:R:3 method="wB97M-V/def2-TZVPD" spin_multiplicity=1 mol_weight_g_mol=517.40 e_above_lowest_kcal_mol=0.0 homo_ha=-0.20585 charge=0 gap_ev=6.18 total_energy_ev=-65686.1270
P 0.02382 1.76368 -3.99364 0.0251 0.1490 -0.3288
P 0.19065 -1.42319 -4.10479 -0.0854 -0.1083 -0.3687
F -1.83854 -1.37152 6.29684 0.4582 0.1710 0.6439
F -2.17582 1.15066 5.78078 0.6929 0.0599 0.4832
F 0.11373 -2.24916 6.57861 -0.4245 0.8639 0.6739
F -0.47404 2.47349 5.68263 0.0690 -0.4147 0.3694
F 1.52917 0.62339 7.78565 -0.2023 -0.3736 -1.4621
F -0.63215 -0.85909 8.08723 -0.1119 -0.2082 -1.4830
F 2.15592 -0.78161 6.18971 -0.2837 0.6727 0.5316
F 2.05829 1.33284 5.77626 -0.4624 -0.3323 0.5293
F -1.08040 1.65181 7.61901 0.5127 -0.7036 -1.7009
O 0.03189 -0.09890 4.49784 -0.1366 -0.2519 0.7750
C 0.66949 1.40011 1.19260 1.6768 -0.7486 0.2628
C -0.81197 -1.51481 1.02787 -2.4738 0.9308 1.2729
C -1.45427 0.70883 -0.07168 -0.4189 -0.0124 -0.8976
C 1.20585 -0.62040 -0.27668 0.2271 -0.0510 -1.1889
C 0.54217 -1.45581 0.79655 2.8874 0.6942 0.6048
C 1.74700 -2.23729 -4.64976 0.1407 -0.0758 0.0268
C 1.15093 3.18832 -4.22582 0.1344 0.2494 -0.0507
C -0.20424 -0.50157 -5.68945 0.0548 -0.1552 0.2341
C -0.94066 1.36947 6.28532 -0.7928 0.7034 -0.7220
C -0.94788 -2.83641 -4.34643 -0.1373 -0.2528 -0.0685
C 1.44645 0.34452 6.45572 0.7580 0.3446 -0.5210
C -0.59587 -1.10481 6.75164 -0.3434 -0.5265 -0.1785
C 0.12302 -1.51107 4.08760 0.3989 -1.2322 -0.1670
C -1.56386 2.61591 -4.36450 -0.1303 0.0700 0.0344
C -1.84828 -0.73814 0.23874 -0.6855 -0.3537 -0.6032
C 0.29417 0.94923 -5.66123 -0.0389 0.1268 0.2539
C -0.70339 1.36460 1.07791 -1.6994 -0.7754 0.4913
C 1.60873 0.79580 0.15995 0.5859 0.0355 -0.4728
C -0.01986 0.13466 5.90763 0.4557 -1.1015 1.4848
Be 0.01573 -0.20364 2.04311 -0.3450 0.8161 -0.9070
H -1.97992 -2.47658 -4.22429 0.2457 -0.2188 -0.0287
H 0.96199 3.71925 -5.17400 0.1251 -0.1117 0.3003
H -2.38378 1.28474 -0.25464 0.3989 -0.2208 0.0875
H -0.90608 0.75923 -1.03470 -0.0881 0.1176 0.5989
H -1.29989 -0.54060 -5.80647 0.3161 0.0736 -0.0126
H 2.01853 -2.98472 -3.89144 0.0784 0.1692 -0.2390
H 0.35960 -1.78407 2.98752 -0.1909 1.7887 1.5375
H 1.37754 0.99911 -5.86042 -0.3201 -0.0734 0.0122
H 1.72181 1.44736 -0.73696 -0.1473 -0.1394 0.2647
H 2.62083 0.74656 0.60345 -0.4725 0.0179 -0.0611
H 2.18707 2.82026 -4.20653 -0.2458 0.2163 0.0060
H -1.31170 2.09729 1.61004 0.3716 -0.1363 0.1870
H 1.62497 -2.73085 -5.62851 0.1041 0.1364 0.3094
H 0.55973 -0.58347 -1.17411 0.4118 -0.0369 0.3419
H 0.25623 -1.05738 -6.52153 -0.3182 0.1435 0.0869
H -1.51165 3.17307 -5.31483 -0.0825 -0.1550 0.3042
H 1.00537 3.87757 -3.38171 0.1430 -0.0955 -0.2712
H 2.54723 -1.48666 -4.70746 -0.1151 -0.2632 -0.0044
H -0.73755 -3.57886 -3.56320 -0.1656 0.1134 -0.2535
H 0.93892 -2.02401 4.61814 -0.3644 0.4141 -0.2221
H -0.82377 -2.00993 4.29321 0.0952 0.1154 0.0454
H 1.11969 2.21449 1.77137 -0.2601 -0.3556 0.1071
H -0.22811 1.55675 -6.41727 0.3238 -0.1458 0.0598
H -2.07458 -1.29714 -0.69118 -0.1209 0.2636 -0.0292
H -0.82974 -3.30173 -5.33961 -0.1078 0.0869 0.3175
H 1.22928 -2.18742 1.23022 -0.4644 -0.2142 -0.2041
H -2.79784 -0.70023 0.81014 0.5796 -0.1948 -0.1431
H -1.23730 -2.34278 1.61429 0.2925 0.1779 -0.3765
H -1.77319 3.31227 -3.54056 -0.0926 -0.1586 -0.2420
H -2.37164 1.87255 -4.41195 0.1202 0.2626 0.0071
H 2.12214 -1.15403 -0.59227 -0.3555 0.2133 -0.0374

Entry 2:
16
Properties=species:S:1:pos:R:3:forces:R:3 method="wB97M-V/def2-TZVPD" spin_multiplicity=1 mol_weight_g_mol=95.14 smiles="C=C1NC=C[C@H]1C" e_above_lowest_kcal_mol=78.2 homo_ha=-0.26729 charge=0 gap_ev=8.30 total_energy_ev=-7854.7687
N 1.11248 1.35714 -0.29421 -0.3451 0.3836 -0.0222
C 2.02901 0.31724 -0.19279 0.0091 -0.1698 0.1801
C -1.31279 1.53301 0.53683 -0.3950 -0.3780 -0.2248
C -0.19664 0.91742 0.06348 0.8067 0.0903 1.1730
C 1.39547 -0.86480 -0.02116 0.0458 0.3870 -0.4481
C -1.13167 -1.56388 0.07107 0.0111 0.2023 0.0454
C -0.03544 -0.54574 -0.17256 -0.2905 0.3717 -1.0334
H -0.18477 0.13000 -1.25554 0.1730 -2.7191 0.6635
H -0.80113 -2.59740 -0.12152 0.0319 0.5004 -0.1385
H 1.38607 2.32203 -0.25013 -0.0638 0.0213 0.1332
H 3.09748 0.49699 -0.28681 -0.3512 0.1342 0.0380
H 1.84967 -1.84590 0.13354 -0.2594 0.4771 -0.2590
H -1.44365 -1.53507 1.11832 -0.0487 0.0489 -0.0457
H -1.85190 2.30061 -0.00897 0.5210 0.6213 0.6130
H -1.90875 0.92101 1.23449 0.0392 0.1196 -0.8803
H -2.00343 -1.34266 -0.55403 0.1159 -0.0908 0.2057